{"formula": "C23H25B4ClF7NO25", "method": "the ωB97M-V functional and the def2-TZVPD basis", "e_homo_ev": -9.96, "orbital_gap_ev": 9.9, "max_force_ha_per_bohr": 0.02490, "symbols": ["C", "C", "B", "O", "B", "Cl", "O", "B", "B", "N", "O", "O", "H", "H", "H", "H", "C", "C", "O", "C", "O", "O", "F", "H", "H", "H", "C", "C", "O", "C", "O", "O", "F", "H", "H", "H", "C", "C", "O", "C", "O", "O", "F", "H", "H", "H", "C", "C", "O", "C", "O", "O", "F", "H", "H", "H", "C", "C", "O", "C", "O", "O", "F", "H", "H", "H", "C", "C", "O", "C", "O", "O", "F", "H", "H", "H", "C", "C", "O", "C", "O", "O", "F", "H", "H", "H"], "coordinates": [[-1.47455, 0.44942, 7.16655], [-1.69283, -0.38156, 6.32539], [-1.63303, -1.58526, 5.39860], [-1.31147, -1.48005, 4.05848], [-0.45892, -2.45512, 3.60423], [0.44953, -2.13339, 2.12671], [-0.29377, -3.64940, 4.25364], [-0.62477, -3.58011, 5.60872], [0.33408, -4.15099, 6.91129], [1.77810, -3.91148, 6.90985], [-0.31851, -4.82340, 7.93316], [-1.81573, -2.87690, 5.87975], [-1.18381, 1.30026, 7.73770], [1.99137, -3.15281, 7.55205], [2.31005, -4.72699, 7.19741], [-0.86407, -4.23321, 8.46454], [1.68294, -0.15351, -0.38067], [1.07571, -0.47383, -1.72306], [1.77912, 0.39831, -2.59268], [3.00234, 0.63621, -2.03390], [3.90780, 1.13535, -2.61041], [3.01794, 0.23090, -0.74502], [-0.24503, -0.17552, -1.77853], [1.18154, 0.68738, 0.10066], [1.68859, -0.99820, 0.29504], [1.22023, -1.50434, -2.05264], [0.56977, 3.44256, -2.95470], [-0.67438, 3.72949, -2.14894], [-0.89888, 5.10265, -2.42351], [-0.38013, 5.36546, -3.65750], [-0.60984, 6.33315, -4.29665], [0.43487, 4.35312, -4.04903], [-0.45767, 3.56800, -0.81437], [1.47257, 3.68674, -2.38980], [0.62839, 2.41946, -3.30991], [-1.54743, 3.15328, -2.44272], [-5.29893, -2.06408, 3.56265], [-4.99575, -2.58920, 4.94705], [-6.20068, -3.24372, 5.29849], [-6.79252, -3.65843, 4.14054], [-7.67400, -4.44363, 4.07548], [-6.21763, -3.04778, 3.07314], [-4.75772, -1.58332, 5.82635], [-5.79294, -1.09225, 3.60755], [-4.42077, -1.99748, 2.92450], [-4.16842, -3.29888, 4.98627], [-1.37616, -0.53717, -6.65250], [-0.02419, -0.44442, -5.97954], [-0.17687, 0.70014, -5.15766], [-1.49865, 0.81377, -4.85371], [-1.92851, 1.50729, -3.99374], [-2.24047, 0.02343, -5.65653], [0.97720, -0.22982, -6.86181], [-1.41195, 0.07630, -7.55338], [-1.67360, -1.55401, -6.89141], [0.23180, -1.30215, -5.35478], [4.55627, 3.04720, -5.36569], [3.68688, 4.28020, -5.25971], [4.42890, 5.23632, -5.99303], [5.16115, 4.56162, -6.92702], [5.69397, 5.06114, -7.85653], [5.18317, 3.23644, -6.63834], [3.55611, 4.70172, -3.97617], [5.31347, 3.02670, -4.58139], [3.99278, 2.11894, -5.34362], [2.69317, 4.18068, -5.69966], [-4.15428, -1.30707, -1.40913], [-3.33993, -2.51086, -1.82897], [-2.38803, -2.61155, -0.78553], [-2.94876, -2.07769, 0.33583], [-2.51384, -2.20741, 1.42983], [-4.05761, -1.37196, 0.01962], [-2.69214, -2.31031, -3.00391], [-3.70130, -0.38000, -1.76393], [-5.19171, -1.35180, -1.72737], [-3.90376, -3.44287, -1.89074], [4.33852, 1.22377, 2.04959], [5.35090, 0.77814, 3.07822], [4.56841, 0.70694, 4.25811], [3.28182, 0.44369, 3.88717], [2.42771, 0.08103, 4.61973], [3.12644, 0.65220, 2.55419], [6.34130, 1.68447, 3.24985], [4.24711, 2.31072, 2.02731], [4.54813, 0.85882, 1.04945], [5.79577, -0.19947, 2.88511]]}

{"formula": "C23H25BBrClN5O5RuS", "method": "the ωB97M-V functional and the def2-TZVPD basis", "multiplicity": 6, "relative_energy_kcal_mol": 11.9, "e_homo_ev": [-8.55, -9.00], "s_squared": 8.7574, "orbital_gap_ev": [8.7, 7.3], "max_force_ha_per_bohr": 0.01036, "symbols": ["Ru", "B", "N", "C", "C", "C", "N", "N", "C", "C", "C", "N", "H", "H", "H", "H", "H", "H", "H", "H", "Cl", "C", "C", "C", "C", "C", "C", "C", "O", "O", "H", "H", "H", "H", "C", "C", "S", "O", "C", "C", "H", "H", "H", "H", "H", "H", "H", "H", "H", "H", "Br", "C", "C", "N", "C", "C", "C", "C", "O", "O", "H", "H", "H"], "coordinates": [[0.20872, -0.01396, -0.68750], [-1.51861, -1.55012, -3.55024], [-2.16460, -1.34434, -2.13309], [-3.47475, -1.23403, -1.92273], [-3.71812, -1.21996, -0.55492], [-2.45863, -1.32548, 0.01194], [-1.51962, -1.41382, -0.95023], [0.03010, -1.52314, -3.45897], [0.82026, -2.21149, -4.28376], [2.11325, -1.72070, -4.19033], [2.02239, -0.70485, -3.25231], [0.76193, -0.58129, -2.81137], [-1.92783, -0.65488, -4.25294], [-1.81693, -2.64043, -3.96933], [-4.15167, -1.19510, -2.76059], [-4.66688, -1.14868, -0.05322], [-2.16382, -1.33715, 1.04987], [0.40351, -2.99255, -4.89683], [2.98754, -2.05709, -4.71815], [2.78916, -0.05635, -2.86619], [-1.95887, -4.17678, 5.41116], [-1.14445, -2.92961, 4.51400], [-0.81848, -1.74077, 5.14487], [-0.16708, -0.75284, 4.42331], [0.13347, -0.93840, 3.07898], [-0.19515, -2.14246, 2.46635], [-0.82830, -3.14638, 3.18278], [0.82164, 0.17219, 2.33196], [1.83293, 0.68487, 2.75422], [0.16669, 0.61215, 1.27323], [-1.06521, -1.59760, 6.18768], [0.11892, 0.17156, 4.90880], [0.06699, -2.31653, 1.43078], [-1.07535, -4.08953, 2.71530], [-1.77354, 3.17580, 1.90861], [-1.82640, 3.68150, 0.47659], [-2.40051, 2.39781, -0.64989], [-1.15385, 1.64239, -1.08555], [-2.78638, 3.41082, -2.09984], [-4.28125, 3.66652, -2.20829], [-1.35110, 3.94702, 2.55204], [-1.14132, 2.29211, 1.97974], [-2.77242, 2.93547, 2.27325], [-0.84815, 3.98308, 0.09627], [-2.52743, 4.51235, 0.36222], [-2.40277, 2.81459, -2.92738], [-2.21096, 4.33521, -2.04408], [-4.83400, 2.73012, -2.27737], [-4.49094, 4.25508, -3.10054], [-4.65904, 4.22180, -1.34822], [6.50957, -2.30913, 2.99736], [5.88676, -1.12509, 1.66469], [6.77664, -0.25019, 1.05501], [6.40855, 0.61551, 0.11764], [5.12658, 0.63418, -0.23542], [4.17527, -0.21459, 0.31228], [4.55915, -1.12083, 1.29120], [2.76243, -0.15525, -0.13379], [1.99718, -1.14131, 0.09992], [2.32733, 0.85823, -0.74327], [7.82214, -0.25220, 1.34045], [4.83333, 1.35626, -0.98791], [3.83197, -1.78172, 1.74175]]}

{"formula": "C23H25BrN2O4S", "method": "the ωB97M-V functional and the def2-TZVPD basis", "relative_energy_kcal_mol": 0.0, "e_homo_ev": -8.29, "orbital_gap_ev": 8.6, "max_force_ha_per_bohr": 0.02241, "symbols": ["C", "N", "C", "C", "N", "C", "O", "C", "C", "C", "C", "C", "S", "O", "O", "C", "C", "C", "C", "Br", "C", "C", "O", "C", "C", "C", "C", "C", "C", "C", "C", "H", "H", "H", "H", "H", "H", "H", "H", "H", "H", "H", "H", "H", "H", "H", "H", "H", "H", "H", "H", "H", "H", "H", "H", "H"], "coordinates": [[-4.03355, -0.35833, -2.19184], [-2.74686, -0.83466, -1.73070], [-2.69139, -2.27412, -1.52736], [-1.46145, -2.89445, -2.21048], [-0.20881, -2.43623, -1.65014], [0.16461, -2.73540, -0.38595], [-0.49358, -3.42379, 0.37274], [1.47394, -2.18406, 0.00815], [2.14637, -2.31985, 1.19459], [3.39643, -1.69179, 1.01896], [3.40997, -1.21529, -0.26326], [4.43129, -0.44920, -0.99121], [4.54086, 1.25162, -0.27672], [5.44455, 2.00893, -1.09741], [4.82579, 1.12822, 1.12356], [2.88531, 1.91644, -0.47625], [2.59854, 2.65940, -1.60589], [1.33523, 3.20262, -1.76123], [0.38880, 2.98088, -0.77196], [-1.33011, 3.75389, -0.95303], [0.66997, 2.22660, 0.35667], [1.93738, 1.69029, 0.50336], [2.23955, -1.49520, -0.88051], [-2.20244, -0.05692, -0.63860], [-3.01018, -0.06617, 0.68063], [-2.17064, 0.47949, 1.79412], [-1.14598, -0.29365, 2.33365], [-0.33138, 0.21457, 3.32923], [-0.53164, 1.50088, 3.80501], [-1.55158, 2.27559, 3.27797], [-2.36251, 1.76913, 2.27513], [-4.85734, -0.57107, -1.49635], [-3.97540, 0.71891, -2.34146], [-4.26078, -0.82642, -3.14949], [-2.65412, -2.54481, -0.46714], [-3.57805, -2.74109, -1.96094], [-1.51541, -3.97992, -2.07960], [-1.46260, -2.65342, -3.27317], [0.34169, -1.77732, -2.17489], [1.78022, -2.82027, 2.06678], [4.18535, -1.59236, 1.73483], [5.42940, -0.86248, -0.86924], [4.18776, -0.33287, -2.04298], [3.37615, 2.82504, -2.33469], [1.09068, 3.79727, -2.62790], [-0.08339, 2.07178, 1.11185], [2.20064, 1.12103, 1.38022], [-1.19620, -0.42841, -0.43122], [-2.11485, 0.97461, -0.98866], [-3.29518, -1.09392, 0.91542], [-3.91665, 0.52807, 0.56022], [-0.99331, -1.30187, 1.97547], [0.45930, -0.39597, 3.74026], [0.10217, 1.89622, 4.58483], [-1.71526, 3.27837, 3.64507], [-3.15131, 2.38144, 1.86155]]}